One molecule with the formula C4H4N2O at a distorted geometry, computed with ωB97M-V with the def2-TZVPD basis set.

The geometry in XYZ format:
```
11
Properties=species:S:1:pos:R:3:forces:R:3
O -0.24616 -0.37467 2.58601 0.491 0.327 -0.545
C -0.02825 0.05964 1.48094 -1.957 0.153 -0.820
C -1.29771 0.14664 0.46309 2.143 -0.557 0.565
C -0.99533 -0.37414 -0.73241 3.020 -0.016 -0.046
N 0.63229 -0.53927 -1.02910 -2.049 0.928 0.143
C 1.36441 0.34599 -0.29872 -0.352 0.130 0.682
N 1.13694 0.55773 0.95072 -0.067 0.207 -0.060
H -2.18970 0.53327 0.98909 0.281 -0.788 -0.988
H -1.46728 -0.78745 -1.62119 -0.419 0.476 0.513
H 0.98501 -0.56074 -1.99583 -1.147 -0.122 0.447
H 2.10578 0.99300 -0.79259 0.055 -0.738 0.109
```
Forces are in eV/Å.

The calculation puts the HOMO energy at -9.58 eV. Its SMILES is O=c1cc[nH]cn1. As for the spin multiplicity: 1. The value obtained for the energy above the lowest of the compared OMol25 structures with the same formula, charge and spin is 45.6 kcal per mole.